Model P:
ORCA calculation (ωB97M-V/def2-TZVPD) on a single C5H12N2 molecule.

Last columns: bonded neighbours and bond lengths (Å).
CARTESIAN COORDINATES (ANGSTROEM)
1 C 1.75962 -1.46757 0.77130  C2 1.649, N7 1.471, H8 1.228, H9 1.137
2 C 0.52047 -0.41392 1.04065  C1 1.649, C3 1.510, H10 1.244, H11 1.129
3 C -0.20645 0.26758 -0.09396  C2 1.510, C4 1.341, H12 1.069
4 C -1.30630 0.98846 0.16672  C3 1.341, N5 1.409, H13 1.111
5 N -2.28660 1.33437 -0.78413  C4 1.409, C6 1.436, H14 1.029
6 C -2.09217 0.78860 -2.09814  N5 1.436, H15 1.077, H16 1.081, H17 1.223
7 N 3.02818 -1.28451 1.49286  C1 1.471, H18 1.008, H19 1.015
8 H 2.22003 -1.33188 -0.35893  C1 1.228
9 H 1.54809 -2.57316 0.92939  C1 1.137
10 H 0.85290 0.52084 1.79164  C2 1.244
11 H -0.10028 -0.96600 1.80494  C2 1.129
12 H 0.33043 0.28316 -1.01786  C3 1.069
13 H -1.35012 1.42432 1.18792  C4 1.111
14 H -3.16406 1.82709 -0.56723  N5 1.029
15 H -3.05730 0.67117 -2.56174  C6 1.077
16 H -1.55009 -0.14182 -2.19471  C6 1.081
17 H -1.66192 1.59717 -2.90889  C6 1.223
18 H 2.96745 -0.93259 2.43494  N7 1.008
19 H 3.54810 -0.59131 0.96525  N7 1.015

Results
HOMO energy   -7.43 eV

***

Model Q:
ORCA calculation (ωB97M-V/def2-TZVPD) on a single C5H12N2 molecule.

Last columns: bonded neighbours and bond lengths (Å).
CARTESIAN COORDINATES (ANGSTROEM)
1 C -1.62152 1.39807 -1.04251  C2 1.533, N7 1.479, H8 1.090, H9 1.104
2 C -0.25343 0.89982 -1.52073  C1 1.533, C3 1.516, H10 1.100, H11 1.104
3 C 0.66264 0.82444 -0.31485  C2 1.516, C4 1.369, H12 1.091
4 C 0.90441 -0.43488 0.16517  C3 1.369, N5 1.376, H13 1.085
5 N 1.06400 -0.82134 1.47654  C4 1.376, C6 1.475, H14 1.012
6 C 1.92241 -2.01419 1.60447  N5 1.475, H15 1.087, H16 1.101, H17 1.096
7 N -2.53363 0.35377 -0.52648  C1 1.479, H18 1.014, H19 1.024
8 H -1.52387 2.22353 -0.33709  C1 1.090
9 H -2.03729 1.86082 -1.95478  C1 1.104
10 H -0.42175 -0.08782 -1.97600  C2 1.100
11 H 0.16620 1.49022 -2.35349  C2 1.104
12 H 1.47557 1.54869 -0.24485  C3 1.091
13 H 1.07590 -1.13072 -0.64960  C4 1.085
14 H 1.31414 -0.18121 2.21970  N5 1.012
15 H 1.71057 -2.82267 0.91009  C6 1.087
16 H 3.00100 -1.84729 1.45699  C6 1.101
17 H 1.80916 -2.44569 2.60593  C6 1.096
18 H -3.29081 0.84357 -0.06365  N7 1.014
19 H -1.95358 -0.02975 0.22483  N7 1.024

Results
HOMO energy   -7.40 eV

***

Model R:
ORCA calculation (ωB97M-V/def2-TZVPD) on a single C5H12N2 molecule.

Last columns: bonded neighbours and bond lengths (Å).
CARTESIAN COORDINATES (ANGSTROEM)
1 C 0.05761 -0.27247 -2.03818  C2 1.530, H8 1.086, H9 1.092, H10 1.085
2 C 0.79038 0.30078 -0.82301  C1 1.530, C3 1.530, N7 1.497, H11 1.089
3 C -0.19962 0.71002 0.26913  C2 1.530, C4 1.520, H12 1.092, H13 1.085
4 C -0.72694 -0.42686 1.12939  C3 1.520, C5 1.331, N6 1.390
5 C -1.73055 -1.19410 0.71177  C4 1.331, H14 1.080, H15 1.085
6 N -0.08589 -0.59266 2.35152  C4 1.390, H16 1.009, H17 1.017
7 N 1.47033 1.56901 -1.23697  C2 1.497, H18 1.016, H19 1.013
8 H -1.02763 -0.23093 -2.01773  C1 1.086
9 H 0.27816 0.24736 -2.97275  C1 1.092
10 H 0.30372 -1.32013 -2.17457  C1 1.085
11 H 1.52704 -0.40226 -0.43669  C2 1.089
12 H 0.27376 1.39690 0.97314  C3 1.092
13 H -1.00718 1.31820 -0.12527  C3 1.085
14 H -2.10912 -2.02337 1.29156  C5 1.080
15 H -2.32903 -0.79782 -0.10205  C5 1.085
16 H -0.55514 -1.20320 3.00313  N6 1.009
17 H 0.91220 -0.78758 2.37576  N6 1.017
18 H 2.40943 1.63466 -0.85596  N7 1.016
19 H 1.58324 1.56073 -2.24390  N7 1.013

Results
HOMO energy   -8.39 eV

***

Preferred: model R; penalty for the next structure: 42.6 kcal/mol.

***

Model P:
ORCA calculation (ωB97M-V/def2-TZVPD) on a single C5H12N2 molecule.

Last columns: bonded neighbours and bond lengths (Å).
CARTESIAN COORDINATES (ANGSTROEM)
1 C 0.82475 -1.30424 1.00805  C2 1.496, C7 1.323, H8 1.082
2 C 1.92833 -1.32095 -0.00143  C1 1.496, H14 1.092, H15 1.086, H16 1.092
3 C -1.18746 -0.11308 -1.27666  C4 1.533, H17 1.087, H18 1.083, H19 1.085
4 C -0.62984 0.53003 -0.00135  C3 1.533, N5 1.465, N6 1.462, C7 1.511
5 N 0.54921 1.31729 -0.37036  C4 1.465, H9 1.020, H10 1.008
6 N -1.70831 1.31100 0.60238  C4 1.462, H11 1.013, H12 1.014
7 C -0.24874 -0.53058 1.00555  C1 1.323, C4 1.511, H13 1.082
8 H 0.93514 -2.01873 1.81257  C1 1.082
9 H 0.27150 2.11584 -0.94015  N5 1.020
10 H 1.02146 1.66293 0.45020  N5 1.008
11 H -2.04938 2.01494 -0.04117  N6 1.013
12 H -1.39203 1.78173 1.44257  N6 1.014
13 H -0.98014 -0.64244 1.79446  C7 1.082
14 H 1.97809 -2.30793 -0.46638  C2 1.092
15 H 1.77239 -0.55928 -0.76031  C2 1.086
16 H 2.88652 -1.14383 0.49163  C2 1.092
17 H -1.48274 0.65768 -1.98437  C3 1.087
18 H -0.43206 -0.73830 -1.73735  C3 1.083
19 H -2.05668 -0.71208 -1.02788  C3 1.085

Results
HOMO energy   -8.86 eV

***

Model Q:
ORCA calculation (ωB97M-V/def2-TZVPD) on a single C5H12N2 molecule.

Last columns: bonded neighbours and bond lengths (Å).
CARTESIAN COORDINATES (ANGSTROEM)
1 C 2.22806 -0.32836 -0.83708  N5 1.451, H11 1.099, H12 1.090, H13 1.096
2 C -0.62636 1.44520 1.24197  C6 1.507, H14 1.092, H15 1.088, H16 1.091
3 C -2.14405 0.12862 -1.02573  C7 1.492, H17 1.092, H18 1.093, H19 1.094
4 N 0.75311 -0.54057 1.31025  N5 1.750, C6 1.375, H8 1.010
5 N 1.51812 -1.32371 -0.05481  C1 1.451, N4 1.750, H9 1.022
6 C -0.38629 0.02782 0.79009  C2 1.507, N4 1.375, C7 1.359
7 C -1.07473 -0.54480 -0.23267  C3 1.492, C6 1.359, H10 1.080
8 H 0.53523 -1.39606 1.80033  N4 1.010
9 H 2.20356 -2.01824 0.25014  N5 1.022
10 H -0.88589 -1.58332 -0.46338  C7 1.080
11 H 3.03354 0.15777 -0.26996  C1 1.099
12 H 1.52566 0.44068 -1.15917  C1 1.090
13 H 2.66617 -0.79161 -1.72813  C1 1.096
14 H -1.67382 1.59778 1.51142  C2 1.092
15 H -0.00611 1.65988 2.10911  C2 1.088
16 H -0.38120 2.15997 0.45552  C2 1.091
17 H -2.46884 -0.51181 -1.84818  C3 1.092
18 H -3.01249 0.34416 -0.39814  C3 1.093
19 H -1.80368 1.07663 -1.45159  C3 1.094

Results
HOMO energy   -8.28 eV

***

Preferred: model P; penalty for the next structure: 58.2 kcal/mol.

***

Model P:
ORCA calculation (ωB97M-V/def2-TZVPD) on a single C5H12N2 molecule.

Last columns: bonded neighbours and bond lengths (Å).
CARTESIAN COORDINATES (ANGSTROEM)
1 C -1.11508 1.01112 2.16033  C2 1.526, H8 1.092, H9 1.094, H10 1.093
2 C -0.42487 0.06345 1.18310  C1 1.526, C3 1.523, N7 1.477, H11 1.091
3 C -0.76051 0.49264 -0.23907  C2 1.523, C4 1.524, H12 1.097, H13 1.089
4 C 0.01801 -0.29380 -1.28761  C3 1.524, N6 1.498, H14 1.089, H15 1.088
5 C 2.07043 -0.05378 -2.34460  N6 1.258, H16 1.096, H17 1.087
6 N 1.44189 0.17111 -1.27797  C4 1.498, C5 1.258
7 N -0.83791 -1.34419 1.35179  C2 1.477, H18 1.015, H19 1.013
8 H -0.98567 0.73531 3.20909  C1 1.092
9 H -2.19354 1.07470 1.98718  C1 1.094
10 H -0.74197 2.02737 2.01097  C1 1.093
11 H 0.65032 0.10963 1.36529  C2 1.091
12 H -1.82473 0.31599 -0.43758  C3 1.097
13 H -0.60927 1.56245 -0.37672  C3 1.089
14 H 0.02359 -1.34830 -1.01634  C4 1.089
15 H -0.36947 -0.00209 -2.26165  C4 1.088
16 H 1.76815 -0.78985 -3.09837  C5 1.096
17 H 3.05646 0.38393 -2.48020  C5 1.087
18 H -1.84975 -1.33934 1.43410  N7 1.015
19 H -0.45732 -1.68965 2.22469  N7 1.013

Results
HOMO energy   -9.25 eV

***

Model Q:
ORCA calculation (ωB97M-V/def2-TZVPD) on a single C5H12N2 molecule.

Last columns: bonded neighbours and bond lengths (Å).
CARTESIAN COORDINATES (ANGSTROEM)
1 C 0.24499 1.68029 -0.30371  C2 1.526, N7 1.467, H8 1.091, H9 1.087
2 C 0.90971 0.50654 0.40979  C1 1.526, C3 1.507, H10 1.089, H11 1.082
3 C 0.12844 -0.77082 0.23555  C2 1.507, C4 1.347, C6 1.535
4 C -0.54942 -1.06278 -0.89177  C3 1.347, N5 1.389, H12 1.083
5 N -1.58313 -1.97935 -1.03123  C4 1.389, H13 0.974, H14 1.003
6 C -0.18270 -1.61860 1.47644  C3 1.535, H15 1.092, H16 1.089, H17 1.086
7 N 0.98344 2.92526 -0.06740  C1 1.467, H18 1.003, H19 0.995
8 H 0.28752 1.49697 -1.37828  C1 1.091
9 H -0.80056 1.84972 -0.05919  C1 1.087
10 H 1.93244 0.40118 0.04953  C2 1.089
11 H 0.97731 0.70597 1.47145  C2 1.082
12 H -0.26325 -0.47672 -1.75693  C4 1.083
13 H -2.16535 -1.78869 -1.78836  N5 0.974
14 H -2.08408 -2.24510 -0.20453  N5 1.003
15 H -0.04397 -0.94029 2.32097  C6 1.092
16 H 0.52804 -2.43714 1.58037  C6 1.089
17 H -1.21236 -1.96197 1.51528  C6 1.086
18 H 1.33070 3.36123 -0.90147  N7 1.003
19 H 1.60124 3.01381 0.70747  N7 0.995

Results
HOMO energy   -7.65 eV

***

Model R:
ORCA calculation (ωB97M-V/def2-TZVPD) on a single C5H12N2 molecule.

Last columns: bonded neighbours and bond lengths (Å).
CARTESIAN COORDINATES (ANGSTROEM)
1 C 0.77198 -1.51676 -0.15324  C2 1.462, H8 1.094, H9 1.121
2 C 1.07177 -0.11013 -0.41559  C1 1.462, C4 1.560, N6 1.469, H10 1.214
3 C -1.24461 -0.54743 -0.47312  C5 1.500, N6 1.421, H11 1.081
4 C 2.11536 0.65780 0.45360  C2 1.560, H12 1.105, H13 1.097, H14 1.091
5 C -2.39372 -0.52614 0.49143  C3 1.500, H15 1.106, H16 1.053, H17 1.156
6 N -0.26975 0.45669 -0.22427  C2 1.469, C3 1.421, N7 1.399
7 N -0.69906 1.78594 -0.13929  N6 1.399, H18 1.108, H19 1.052
8 H 1.23245 -2.22720 -0.84624  C1 1.094
9 H 1.04349 -1.88346 0.87084  C1 1.121
10 H 1.47178 -0.10110 -1.56192  C2 1.214
11 H -1.62485 -0.69327 -1.47434  C3 1.081
12 H 2.88220 0.01570 0.92435  C4 1.105
13 H 1.60756 1.09081 1.32387  C4 1.097
14 H 2.65669 1.26882 -0.26969  C4 1.091
15 H -1.96170 -0.35779 1.49527  C5 1.106
16 H -2.90398 -1.39261 0.17840  C5 1.053
17 H -3.01582 0.42522 0.28175  C5 1.156
18 H -0.48048 2.28709 0.82387  N7 1.108
19 H -0.38065 2.32994 -0.98120  N7 1.052

Results
HOMO energy (spin up / spin down)   -7.85 / -7.85 eV

***

Preferred: model P; penalty for the next structure: 2.1 kcal/mol.